i:
This record from the Open Molecules 2025 dataset describes C3H7NO2 in the gas phase. The level of theory is wB97M-V/def2-TZVPD.

Geometry as XYZ:
```
13
Properties=species:S:1:pos:R:3:mulliken_charge:R:1
H -1.631 -0.679 0.479 0.26
H 1.052 0.428 -1.688 0.33
C -0.825 0.348 -1.251 -0.54
H -0.918 -0.576 -1.832 0.27
H -1.685 0.984 -1.484 0.36
N 1.091 -0.282 1.757 -0.42
H 0.843 0.587 2.202 0.22
H 2.029 -0.625 1.908 0.24
H -0.957 0.920 0.844 0.29
O 0.989 -1.522 -0.132 -0.62
O 0.327 1.068 -1.636 -0.54
C -0.814 0.015 0.242 -0.26
C 0.499 -0.667 0.590 0.41
```

**E_LUMO**: 0.88 eV
**Frontier orbital gap**: 10.966 eV

***

ii:
This record from the Open Molecules 2025 dataset describes C3H7NO2 in the gas phase. The level of theory is wB97M-V/def2-TZVPD.

Geometry as XYZ:
```
13
Properties=species:S:1:pos:R:3:mulliken_charge:R:1
H -0.321 -2.588 -1.436 0.31
H 0.002 2.226 -0.145 0.32
H -1.490 2.035 0.699 0.30
H 1.093 1.175 1.571 0.35
N 0.484 -0.925 -0.375 0.51
O 1.554 -0.539 0.099 -0.67
O 0.230 1.570 1.747 -0.50
C -0.595 0.105 -0.074 -0.53
C -0.452 1.577 0.545 -0.47
H -1.416 -0.335 0.603 0.24
H -1.004 0.296 -1.112 0.31
C 0.462 -2.064 -1.030 -0.43
H 1.453 -2.533 -1.094 0.27
```

**E_LUMO**: 0.86 eV
**Frontier orbital gap**: 9.749 eV

***

iii:
This record from the Open Molecules 2025 dataset describes 2 unconnected molecules or ions with the total composition C3H7NO2. The level of theory is wB97M-V/def2-TZVPD.

Geometry as XYZ:
```
13
Properties=species:S:1:pos:R:3:mulliken_charge:R:1
O 0.252 -1.903 0.957 -0.56
N 1.947 -0.186 -0.427 -0.45
C -1.751 0.906 -0.312 -0.73
H 0.583 -2.287 0.134 0.33
H -2.322 -0.015 -0.311 0.35
O 0.203 1.265 -0.659 -0.60
C 0.671 0.209 -0.128 0.74
H 2.496 -0.597 0.316 0.25
H -1.882 1.505 0.584 0.35
H 2.449 0.396 -1.082 0.23
C -0.166 -0.609 0.650 -0.48
H -1.831 1.469 -1.232 0.26
H -0.649 -0.154 1.509 0.32
```

**E_LUMO (spin up / spin down)**: 0.13 / 0.13 eV
**Frontier orbital gap (spin up / spin down)**: 7.164 / 7.169 eV

***

iv:
This record from the Open Molecules 2025 dataset describes C3H7NO2 in the gas phase. The level of theory is wB97M-V/def2-TZVPD.

Geometry as XYZ:
```
13
Properties=species:S:1:pos:R:3:mulliken_charge:R:1
H -2.630 -0.718 0.815 0.33
N 0.521 0.936 -0.009 -0.25
H 2.523 0.297 0.376 0.26
H 1.323 -0.809 0.948 0.26
O -1.809 -0.307 0.572 -0.42
C -1.148 -0.871 -0.455 0.56
C 1.506 0.263 0.796 -0.82
H 1.638 0.821 1.725 0.31
H -0.857 0.831 -1.568 0.29
O -1.421 -1.940 -0.920 -0.55
C -0.141 0.197 -1.024 -0.51
H -0.020 1.645 0.439 0.27
H 0.515 -0.346 -1.694 0.28
```

**E_LUMO**: 0.70 eV
**Frontier orbital gap**: 9.291 eV

***

Which of them is the most stable? Correct choice: i.

***

i:
This record from the Open Molecules 2025 dataset describes C3H3N3 in the gas phase. The level of theory is wB97M-V/def2-TZVPD.

Geometry as XYZ:
```
9
Properties=species:S:1:pos:R:3:mulliken_charge:R:1
N -0.699 -0.615 2.268 -0.40
C 0.597 1.971 -1.178 -0.31
C 0.004 -1.328 -0.235 -0.02
H 0.412 2.948 -0.556 0.24
N 0.095 0.875 -0.544 -0.19
H 0.933 1.925 -2.156 0.34
N 0.092 -0.444 -1.125 -0.38
C -0.196 -0.831 1.228 0.42
H -0.193 -2.454 -0.376 0.31
```

**E_LUMO**: -0.56 eV
**Frontier orbital gap**: 9.469 eV

***

ii:
This record from the Open Molecules 2025 dataset describes a molecular structure, C3H3N3. The level of theory is wB97M-V/def2-TZVPD.

Geometry as XYZ:
```
9
Properties=species:S:1:pos:R:3:mulliken_charge:R:1
C 0.823 -0.092 0.156 0.48
C -0.996 0.719 0.032 -0.08
N 2.043 -0.251 -0.036 -0.52
N 0.178 1.089 -0.004 -0.43
H 2.759 0.570 -0.215 0.29
C -1.050 -0.750 -0.154 -0.09
H -2.030 -1.468 0.267 0.24
N 0.036 -1.242 0.020 -0.31
H -1.761 1.426 -0.066 0.42
```

**E_LUMO**: -0.99 eV
**Frontier orbital gap**: 9.474 eV

***

iii:
This record from the Open Molecules 2025 dataset describes C3H3N3 in the gas phase. The level of theory is wB97M-V/def2-TZVPD.

Geometry as XYZ:
```
9
Properties=species:S:1:pos:R:3:mulliken_charge:R:1
C -0.528 0.170 -0.455 0.39
H 1.295 -0.078 2.162 0.25
N 0.515 0.170 1.487 -0.52
C -0.464 -0.643 -1.579 0.31
C 0.752 0.052 0.265 -0.16
H -1.427 1.227 0.805 0.30
H 1.583 -0.227 -0.311 0.42
N -0.144 -1.381 -2.391 -0.37
N -1.583 0.709 0.016 -0.61
```

**E_LUMO**: -0.80 eV
**Frontier orbital gap**: 10.147 eV

***

Which of them is the most stable? Correct choice: iii.

***

i:
This record from the Open Molecules 2025 dataset describes C3H3N3 in the gas phase. The level of theory is wB97M-V/def2-TZVPD.

Geometry as XYZ:
```
9
Properties=species:S:1:pos:R:3:mulliken_charge:R:1
N 0.519 -1.270 0.018 -0.50
C -0.506 1.171 0.011 0.13
H -1.472 -1.867 0.086 0.35
H 2.356 -0.336 0.041 0.38
C 1.301 -0.148 -0.029 0.09
N -1.379 0.164 -0.026 -0.49
H -0.959 2.175 0.086 0.37
N 0.837 1.100 0.001 -0.49
C -0.755 -1.013 -0.010 0.17
```

**E_LUMO**: 0.29 eV
**Frontier orbital gap**: 10.811 eV

***

ii:
This record from the Open Molecules 2025 dataset describes C3H3N3 in the gas phase. The level of theory is wB97M-V/def2-TZVPD.

Geometry as XYZ:
```
9
Properties=species:S:1:pos:R:3:mulliken_charge:R:1
C -0.422 1.583 -0.057 -0.03
C -0.048 0.219 0.444 0.53
N -0.816 -0.948 -0.124 -0.66
H -0.086 0.313 1.554 0.21
H -0.822 -1.002 -1.143 0.28
N -0.706 2.637 -0.445 -0.35
H -0.555 -1.871 0.237 0.28
C 1.255 -0.215 -0.020 0.12
N 2.202 -0.716 -0.445 -0.39
```

**E_LUMO**: 0.44 eV
**Frontier orbital gap**: 10.931 eV

***

iii:
This record from the Open Molecules 2025 dataset describes 2 unconnected molecules or ions with the total composition C3H3N3. The level of theory is wB97M-V/def2-TZVPD.

Geometry as XYZ:
```
9
Properties=species:S:1:pos:R:3:mulliken_charge:R:1
C -1.496 2.584 0.460 -0.16
N 2.878 -1.526 -0.228 -0.29
N -1.823 1.489 0.190 -0.20
N -0.463 -0.667 -0.427 -0.51
H 0.513 0.355 1.039 0.35
C 0.579 -0.392 0.242 0.17
H -0.327 -1.331 -1.184 0.23
C 1.868 -1.009 -0.003 0.06
H -1.728 0.498 -0.090 0.36
```

**E_LUMO**: -0.96 eV
**Frontier orbital gap**: 10.339 eV

***

iv:
This record from the Open Molecules 2025 dataset describes a molecular structure, C3H3N3. The level of theory is wB97M-V/def2-TZVPD.

Geometry as XYZ:
```
9
Properties=species:S:1:pos:R:3:mulliken_charge:R:1
C 1.930 -0.617 0.060 -0.22
C -1.098 0.837 -0.113 -0.01
N -3.042 -0.961 -0.027 -0.36
N 0.672 -0.579 -0.544 -0.36
H 2.494 0.329 0.866 0.21
N 0.150 0.725 -0.206 -0.23
H -1.556 1.881 -0.090 0.29
C -2.150 -0.173 -0.051 0.35
H 2.601 -1.441 0.104 0.33
```

**E_LUMO**: -0.73 eV
**Frontier orbital gap**: 9.658 eV

***

Which of them is the most stable? Correct choice: i.

***

i:
This record from the Open Molecules 2025 dataset describes C4H5NS3 in the gas phase. The level of theory is wB97M-V/def2-TZVPD.

Geometry as XYZ:
```
13
Properties=species:S:1:pos:R:3:mulliken_charge:R:1
C -3.008 0.427 -0.462 -0.14
C 3.001 -0.445 0.587 -0.31
S -1.489 1.318 0.070 -0.07
S 3.775 -0.079 -0.946 -0.20
S -3.160 -1.199 -0.347 -0.25
H -0.934 -0.979 1.386 0.22
N 1.741 -0.290 1.152 -0.19
H 1.141 1.275 -0.088 0.26
H 3.465 -1.035 1.247 0.38
C 0.745 0.350 0.512 0.05
H -3.863 1.029 -0.875 0.30
C -0.649 0.019 0.721 -0.27
H 1.462 -1.015 1.692 0.22
```

**E_LUMO**: -0.79 eV
**Frontier orbital gap**: 7.447 eV

***

ii:
This record from the Open Molecules 2025 dataset describes C4H5NS3 in the gas phase. The level of theory is wB97M-V/def2-TZVPD.

Geometry as XYZ:
```
13
Properties=species:S:1:pos:R:3:mulliken_charge:R:1
C 0.903 1.201 -1.415 -0.36
C 0.149 -1.119 -0.643 -0.03
H -1.861 -0.231 -0.276 0.37
N -0.924 -0.562 1.524 -0.30
S -2.303 0.171 2.292 -0.14
H 0.114 -2.196 -0.879 0.42
C -0.937 -0.572 0.273 -0.36
H -1.934 -0.381 3.451 0.17
S 1.777 -0.771 0.162 -0.12
H 2.515 1.551 -0.023 0.32
S 0.005 -0.141 -2.124 -0.16
H 0.732 2.184 -1.864 0.35
C 1.764 0.867 -0.477 -0.16
```

**E_LUMO**: 0.65 eV
**Frontier orbital gap**: 8.828 eV

***

Which of them is the most stable? Correct choice: ii.

***

i:
This record from the Open Molecules 2025 dataset describes a molecular structure, C8H6. The level of theory is wB97M-V/def2-TZVPD.

Geometry as XYZ:
```
14
Properties=species:S:1:pos:R:3:mulliken_charge:R:1
H 3.527 1.056 0.145 0.33
C 2.063 -0.398 -0.025 0.36
C -0.830 1.268 -0.044 -0.67
H -3.164 -1.298 0.062 0.26
H -1.426 2.171 -0.033 0.29
H -0.663 -2.102 -0.142 0.33
C -0.438 -1.048 -0.098 -1.24
C 3.297 0.005 0.070 -1.18
C 0.795 -0.565 -0.083 1.11
C 0.491 1.421 -0.059 -0.44
H -3.509 0.504 0.124 0.28
H 4.117 -0.692 0.070 0.29
C -2.785 -0.289 0.051 -0.94
C -1.474 -0.034 -0.038 1.23
```

**E_LUMO**: -0.61 eV
**Frontier orbital gap**: 8.141 eV

***

ii:
This record from the Open Molecules 2025 dataset describes C8H6 in the gas phase. The level of theory is wB97M-V/def2-TZVPD.

Geometry as XYZ:
```
14
Properties=species:S:1:pos:R:3:mulliken_charge:R:1
H 2.208 -2.593 -0.232 0.25
H 0.619 -1.722 1.844 0.30
C 1.154 -0.604 -0.136 0.28
H -1.412 2.841 0.258 0.35
H 0.914 -2.273 -1.466 0.21
C -0.684 2.643 -0.443 -0.90
C 0.397 -1.546 0.789 -0.06
C 1.244 -2.034 -0.388 -0.54
H -0.640 3.424 -1.249 0.20
C -1.569 -0.026 0.527 -0.50
C 0.112 1.597 -0.479 0.31
H -2.360 0.660 0.578 0.43
C -0.936 -0.997 0.891 -0.36
C 0.954 0.630 -0.495 0.02
```

**E_LUMO**: 0.12 eV
**Frontier orbital gap**: 8.862 eV

***

Which of them is the most stable? Correct choice: i.

***

i:
This record from the Open Molecules 2025 dataset describes C3H6N2 in the gas phase. The level of theory is wB97M-V/def2-TZVPD.

Geometry as XYZ:
```
11
Properties=species:S:1:pos:R:3:mulliken_charge:R:1
N 1.352 0.757 0.002 -0.56
C 1.312 -0.517 0.025 -0.09
C -0.966 -0.145 0.018 -0.38
H -0.263 1.794 -0.867 0.27
H -0.323 1.787 0.886 0.23
H 2.225 -1.077 0.023 0.39
H -1.594 -0.253 -0.876 0.24
H -1.618 -0.246 0.894 0.24
C -0.096 1.179 -0.004 -0.34
H -0.129 -2.141 -0.119 0.22
N 0.101 -1.138 0.018 -0.22
```

**E_LUMO**: 1.04 eV
**Frontier orbital gap**: 9.467 eV

***

ii:
This record from the Open Molecules 2025 dataset describes C3H6N2 in the gas phase. The level of theory is wB97M-V/def2-TZVPD.

Geometry as XYZ:
```
11
Properties=species:S:1:pos:R:3:mulliken_charge:R:1
H -1.392 0.494 -0.585 0.19
C 0.804 0.623 -0.461 -0.54
H -0.207 -0.121 -2.166 0.26
H 1.603 1.002 -1.318 0.18
C 0.065 -0.938 0.934 0.08
H -1.169 0.698 1.554 0.26
H 0.847 1.034 0.497 0.39
H 0.219 -1.878 1.382 0.43
N -0.700 -0.201 1.667 -0.63
N 0.347 -0.808 -0.406 -0.41
C -0.416 0.094 -1.097 -0.20
```

**E_LUMO**: 1.07 eV
**Frontier orbital gap**: 10.605 eV

***

iii:
This record from the Open Molecules 2025 dataset describes 2 unconnected molecules or ions with the total composition C3H6N2. The level of theory is wB97M-V/def2-TZVPD.

Geometry as XYZ:
```
11
Properties=species:S:1:pos:R:3:mulliken_charge:R:1
H -1.718 -1.744 0.094 0.28
H 2.124 0.955 -0.896 0.24
N -0.465 2.344 0.357 -0.41
C 1.044 0.945 -1.101 -0.42
H -0.147 -2.312 0.756 0.27
H -1.189 -1.251 1.699 0.29
H 0.429 0.056 0.904 0.27
H 0.830 0.838 -2.166 0.28
C -0.830 -1.462 0.669 -0.82
N -0.280 -0.176 0.212 -0.39
C 0.298 1.928 -0.416 0.41
```

**E_LUMO (spin up / spin down)**: -0.73 / -0.41 eV
**Frontier orbital gap (spin up / spin down)**: 8.893 / 8.740 eV

***

Which of them is the most stable? Correct choice: i.